ORCA calculation (wB97M-V/def2-TZVPD) on a single BrH2IO2Si molecule.

* SMILES: O[Si](O)(Br)I
* ΔE to the lowest compared entry with this formula, charge and spin: 0.0 kcal/mol
* lowest unoccupied orbital energy: 0.163 eV
* charge: 0

Last column: Löwdin charge in e.
Atoms and positions in Å:
O -0.35 -1.15 -0.76  -0.240
Si 0.11 0.00 0.25  -0.576
O -0.60 1.44 -0.07  -0.257
Br -0.40 -0.58 2.35  0.354
I 2.49 0.39 -0.17  0.500
H 0.30 -1.75 -1.24  0.096
H -1.55 1.65 -0.36  0.123

ORCA calculation (wB97M-V/def2-TZVPD) on a molecular structure, C14H18N2O7RuS3.

* lowest unoccupied orbital energy (alpha / beta): -9.799 / -9.800 eV
* charge: +2

Last column: Löwdin charge in e.
Atoms and positions in Å:
Ru 0.05 -0.32 0.17  0.940
C -0.14 -1.99 3.18  -0.413
C -0.39 -0.53 3.47  -0.437
S -1.13 0.40 2.11  0.944
C -2.80 -0.24 1.74  -0.405
C -2.86 -1.54 0.94  -0.388
S -1.74 -1.55 -0.51  1.020
C -1.07 -3.23 -0.47  -0.423
C -0.37 -3.59 0.84  -0.398
S 0.64 -2.22 1.53  0.950
H -1.07 -2.56 3.18  0.083
H 0.53 -2.43 3.92  0.111
H 0.54 0.01 3.65  0.099
H -1.01 -0.41 4.36  0.115
H -3.26 0.59 1.20  0.103
H -3.32 -0.35 2.69  0.114
H -3.86 -1.67 0.53  0.111
H -2.64 -2.40 1.57  0.077
H -0.37 -3.23 -1.31  0.088
H -1.87 -3.92 -0.70  0.119
H 0.31 -4.42 0.69  0.107
H -1.09 -3.88 1.61  0.083
O -1.36 3.16 -1.40  0.227
C -0.51 2.43 -1.02  -0.454
O -0.83 1.12 -0.68  -0.294
C 0.94 2.73 -0.96  -0.095
C 1.70 2.05 -0.04  0.008
C 3.06 2.18 0.01  -0.097
C 3.73 3.05 -0.83  0.126
C 2.94 3.77 -1.71  -0.064
C 1.57 3.64 -1.81  0.124
N 3.62 4.72 -2.64  -0.341
O 2.91 5.33 -3.40  0.131
O 4.82 4.79 -2.54  0.129
N 3.79 1.32 0.96  -0.330
O 3.13 0.45 1.53  0.016
O 4.96 1.54 1.14  0.179
H 1.18 1.42 0.67  0.065
H 4.80 3.19 -0.81  0.151
H 1.02 4.22 -2.55  0.154
C 2.39 -1.52 -1.20  -0.097
O 1.00 -1.20 -1.14  -0.421
H 2.78 -1.08 -2.13  0.117
H 2.49 -2.60 -1.27  0.102
H 2.94 -1.12 -0.35  0.066

ORCA calculation (wB97M-V/def2-TZVPD) on 7 unconnected molecules or ions with the total composition C26H56N2O26S7.

* SMILES: CCCCNCOC[C@H](CCCCCN)O[C@H](C)S.O=S1(=O)OCCO1.O=S1(=O)OCCO1.O=S1(=O)OCCO1.O=S1(=O)OCCO1.O=S1(=O)OCCO1.O=S1(=O)OCCO1
* lowest unoccupied orbital energy: 0.169 eV
* charge: 0

Last column: Löwdin charge in e.
Atoms and positions in Å:
C 3.05 1.18 -0.80  -0.092
C 1.77 0.30 -0.78  -0.233
C 2.05 -1.20 -0.53  -0.188
C 1.65 -2.09 -1.72  -0.225
N 0.23 -2.02 -2.10  -0.030
C -0.61 -2.79 -1.19  -0.261
O -1.94 -2.39 -1.42  -0.107
C -2.81 -2.46 -0.31  -0.168
C -3.40 -1.09 -0.04  -0.319
C -4.17 -1.05 1.28  -0.157
C -4.96 0.24 1.50  -0.179
C -4.10 1.52 1.34  -0.179
C -4.40 2.33 0.06  -0.175
C -3.14 2.85 -0.67  -0.265
N -3.24 2.83 -2.13  0.000
O -4.12 -0.52 -1.13  -0.138
C -4.83 -1.37 -2.00  -0.694
C -5.48 -0.44 -3.03  -0.092
S -6.12 -2.39 -1.20  0.792
H 2.99 1.97 -0.06  0.060
H 3.94 0.59 -0.59  0.062
H 3.18 1.65 -1.78  0.067
H 1.14 0.67 0.03  0.095
H 1.24 0.46 -1.72  0.095
H 3.12 -1.34 -0.36  0.102
H 1.54 -1.53 0.37  0.096
H 2.23 -1.76 -2.58  0.091
H 1.88 -3.14 -1.52  0.100
H -0.11 -1.07 -2.02  0.095
H -0.33 -2.60 -0.14  0.120
H -0.47 -3.85 -1.43  0.123
H -3.56 -3.23 -0.48  0.112
H -2.27 -2.74 0.60  0.132
H -2.54 -0.43 0.10  0.149
H -4.86 -1.89 1.33  0.089
H -3.46 -1.15 2.11  0.123
H -5.82 0.29 0.84  0.105
H -5.35 0.21 2.52  0.087
H -3.04 1.27 1.43  0.107
H -4.32 2.17 2.19  0.085
H -4.97 3.21 0.35  0.103
H -5.01 1.76 -0.64  0.080
H -2.95 3.89 -0.37  0.084
H -2.26 2.28 -0.37  0.103
H -2.62 2.14 -2.55  0.054
H -4.18 2.66 -2.45  0.050
H -4.16 -2.04 -2.55  0.107
H -5.75 0.49 -2.53  0.069
H -6.36 -0.88 -3.48  0.064
H -4.74 -0.17 -3.80  0.083
H -7.08 -1.45 -1.15  -0.123
O 4.59 -1.12 -3.17  -0.209
S 4.83 -2.39 -3.76  0.581
O 4.85 -3.57 -2.97  -0.220
O 6.15 -2.30 -4.64  -0.230
C 5.86 -2.66 -6.00  -0.144
C 4.41 -2.27 -6.20  -0.154
O 3.79 -2.61 -4.95  -0.187
H 6.01 -3.74 -6.10  0.137
H 6.54 -2.14 -6.66  0.139
H 3.93 -2.81 -7.01  0.135
H 4.31 -1.19 -6.36  0.136
O -3.88 3.02 5.08  -0.227
S -4.15 1.65 5.35  0.582
O -3.28 0.63 4.90  -0.208
O -5.64 1.33 4.88  -0.198
C -6.41 0.81 5.97  -0.149
C -5.80 1.45 7.20  -0.154
O -4.39 1.45 6.92  -0.185
H -6.31 -0.27 5.99  0.137
H -7.46 1.08 5.84  0.138
H -5.99 0.89 8.11  0.136
H -6.12 2.49 7.33  0.135
O 8.53 -0.15 -3.02  -0.204
S 8.94 -1.50 -3.15  0.608
O 8.00 -2.56 -3.15  -0.215
O 10.09 -1.78 -2.08  -0.182
C 11.28 -2.25 -2.72  -0.160
C 11.24 -1.61 -4.09  -0.162
O 9.85 -1.66 -4.46  -0.190
H 11.24 -3.34 -2.79  0.134
H 12.15 -1.95 -2.14  0.135
H 11.83 -2.14 -4.83  0.135
H 11.55 -0.56 -4.06  0.134
O -4.30 7.12 -0.13  -0.219
S -4.43 7.22 1.27  0.595
O -5.35 8.13 1.86  -0.226
O -2.98 7.46 1.90  -0.179
C -2.68 6.43 2.86  -0.159
C -3.45 5.23 2.40  -0.165
O -4.69 5.77 1.90  -0.188
H -3.03 6.78 3.84  0.137
H -1.62 6.24 2.91  0.105
H -3.64 4.52 3.19  0.109
H -2.94 4.73 1.57  0.108
O 2.56 -9.42 -0.55  -0.222
S 2.29 -8.09 -0.16  0.592
O 1.86 -7.78 1.16  -0.221
O 1.26 -7.46 -1.22  -0.189
C 1.81 -6.27 -1.80  -0.160
C 3.31 -6.49 -1.77  -0.150
O 3.53 -7.16 -0.52  -0.185
H 1.52 -5.42 -1.19  0.111
H 1.42 -6.14 -2.81  0.139
H 3.87 -5.56 -1.81  0.113
H 3.63 -7.15 -2.57  0.136
O 2.05 4.27 2.47  -0.205
S 0.87 4.35 3.24  0.597
O -0.42 4.17 2.66  -0.217
O 0.88 5.74 4.04  -0.193
C 0.76 5.50 5.45  -0.154
C 1.40 4.14 5.66  -0.155
O 0.98 3.39 4.51  -0.181
H -0.30 5.50 5.71  0.132
H 1.27 6.29 6.00  0.136
H 1.06 3.65 6.56  0.137
H 2.49 4.20 5.66  0.135

ORCA calculation (wB97M-V/def2-TZVPD) on 14 unconnected molecules or ions with the total composition C28H84O14.

* multiplicity: 2
* ΔE to the lowest compared entry with this formula, charge and spin: 28.2 kcal/mol
* lowest unoccupied orbital energy (alpha / beta): 1.972 / 1.899 eV
* charge: -1

Last column: Löwdin charge in e.
Atoms and positions in Å:
C -3.58 1.95 -0.89  -0.075
C -3.03 2.19 -2.32  -0.304
O -3.95 1.69 -3.29  -0.081
H -3.60 0.87 -0.75  0.057
H -4.57 2.37 -0.72  0.075
H -2.97 2.35 -0.09  0.055
H -2.06 1.70 -2.37  0.082
H -2.92 3.26 -2.45  0.094
H -3.38 1.25 -3.92  0.026
C 4.74 2.25 0.88  -0.152
C 3.37 1.92 1.49  -0.339
O 2.56 3.02 1.32  -0.207
H 5.42 1.45 1.16  0.058
H 5.12 3.21 1.24  0.042
H 4.81 2.30 -0.20  0.045
H 3.50 1.80 2.57  0.097
H 2.94 1.01 1.07  0.097
H 2.95 3.79 1.74  0.061
C -0.57 3.51 4.90  -0.070
C 0.56 3.57 3.86  -0.305
O 0.43 2.54 2.88  -0.126
H -1.53 3.65 4.41  0.061
H -0.49 4.25 5.70  0.070
H -0.57 2.55 5.41  0.068
H 1.54 3.51 4.33  0.093
H 0.50 4.51 3.32  0.103
H 1.08 2.77 2.21  0.025
C 3.00 1.28 -2.40  -0.084
C 3.54 1.45 -3.83  -0.349
O 4.91 1.80 -3.75  -0.130
H 3.41 0.36 -1.99  0.045
H 1.92 1.14 -2.43  0.046
H 3.24 2.09 -1.71  0.056
H 3.10 2.33 -4.31  0.080
H 3.27 0.61 -4.46  0.091
H 4.88 2.69 -3.39  0.050
C -0.44 4.82 -0.13  -0.103
C -0.81 5.39 -1.46  -0.406
O -0.29 6.65 -1.40  -0.091
H 0.65 4.84 0.01  0.068
H -0.76 3.78 -0.13  0.056
H -0.92 5.32 0.71  0.079
H -1.90 5.40 -1.52  0.101
H -0.41 4.78 -2.28  0.103
H -0.20 6.89 -2.32  0.078
C 5.17 -1.81 -1.68  -0.093
C 4.65 -1.96 -0.26  -0.351
O 4.16 -3.26 -0.09  -0.078
H 4.36 -1.88 -2.41  0.057
H 5.92 -2.58 -1.85  0.078
H 5.60 -0.82 -1.81  0.071
H 3.86 -1.24 -0.08  0.083
H 5.49 -1.76 0.40  0.107
H 3.80 -3.39 0.80  0.081
C -0.76 -5.46 -0.38  -0.067
C -0.47 -6.81 -1.08  -0.332
O -1.49 -7.71 -0.81  -0.076
H -0.58 -5.45 0.70  0.075
H -1.76 -5.10 -0.61  0.068
H -0.09 -4.69 -0.77  0.044
H 0.46 -7.20 -0.66  0.101
H -0.23 -6.79 -2.14  0.108
H -1.32 -8.04 0.08  0.083
C 0.08 1.98 -4.66  -0.101
C -1.13 2.04 -5.61  -0.287
O -2.01 1.01 -5.19  -0.100
H 0.63 1.06 -4.83  0.056
H -0.10 2.13 -3.60  0.057
H 0.77 2.80 -4.87  0.057
H -0.78 1.85 -6.63  0.109
H -1.62 3.01 -5.52  0.115
H -1.76 0.19 -5.61  0.096
C 0.04 0.46 -0.10  -0.055
C 0.61 -0.92 0.29  -0.268
O -0.42 -1.86 0.00  -0.096
H 0.76 1.26 0.03  0.052
H -0.72 0.72 0.63  0.060
H -0.41 0.51 -1.09  0.058
H 0.86 -0.91 1.35  0.102
H 1.47 -1.22 -0.31  0.083
H -0.24 -2.17 -0.89  0.031
C -2.85 -3.20 3.53  -0.085
C -1.54 -2.44 3.39  -0.329
O -1.21 -2.00 4.67  -0.086
H -2.97 -3.89 2.70  0.056
H -3.75 -2.59 3.58  0.059
H -2.84 -3.86 4.40  0.074
H -1.60 -1.58 2.73  0.096
H -0.77 -3.09 2.96  0.106
H -0.65 -1.24 4.50  0.013
C 1.98 -1.18 5.29  -0.076
C 1.71 0.07 4.49  -0.348
O 0.39 0.15 4.16  -0.103
H 1.38 -1.22 6.20  0.080
H 3.00 -1.27 5.68  0.070
H 1.79 -2.05 4.67  0.075
H 2.24 0.02 3.54  0.097
H 2.05 0.96 5.03  0.113
H 0.14 0.96 3.69  0.040
C -2.77 1.46 2.99  -0.088
C -3.75 0.49 2.42  -0.331
O -4.88 1.25 2.02  -0.065
H -2.15 2.01 2.29  0.060
H -2.04 0.93 3.60  0.065
H -3.27 2.24 3.57  0.080
H -4.01 -0.27 3.15  0.104
H -3.21 -0.06 1.65  0.086
H -5.54 0.61 1.71  0.083
C 1.55 -2.22 -4.44  -0.096
C 1.00 -1.80 -3.10  -0.320
O 0.44 -3.00 -2.63  -0.083
H 0.82 -2.65 -5.13  0.078
H 2.30 -3.01 -4.37  0.077
H 2.01 -1.33 -4.87  0.056
H 0.32 -0.95 -3.20  0.113
H 1.82 -1.41 -2.49  0.086
H 1.15 -3.65 -2.61  0.092
C -3.85 -2.51 0.20  -0.077
C -4.77 -3.58 -0.31  -0.350
O -6.10 -3.14 -0.20  -0.075
H -3.89 -1.57 -0.34  0.076
H -2.84 -2.91 0.27  0.061
H -4.20 -2.34 1.22  0.057
H -4.68 -4.57 0.13  0.108
H -4.57 -3.75 -1.36  0.106
H -6.62 -3.63 -0.84  0.078

Number 1: molecular weight 268.9 g mol⁻¹, DFT total energy -90153.1139 eV. Number 2: molecular weight 523.6 g mol⁻¹, DFT total energy -67187.4848 eV. Number 3: molecular weight 1037.2 g mol⁻¹, DFT total energy -159925.1615 eV. Number 4: molecular weight 645.0 g mol⁻¹, DFT total energy -59058.1887 eV.